# 1
ORCA calculation (ωB97M-V/def2-TZVPD) on a cluster of 4 separate species, C7H20NO3 in total in a non-equilibrium geometry.

XYZ file:
```
31
C7H20NO3 ωB97M-V/def2-TZVPD
C 1.46724 1.03284 0.57196
H 2.89198 -1.98733 3.32186
C -2.44570 0.14729 -0.31238
C 1.21289 0.28404 -0.69859
C -0.86465 -1.77533 -0.37013
H -0.63278 -3.72571 -0.97081
H 2.50669 0.99777 0.81978
C -0.20460 0.56615 -1.21846
H 1.94605 0.55147 -1.46602
H 1.24564 -0.26872 2.38552
O -1.03446 2.70477 2.10503
C -0.78071 -2.70509 -1.31309
H -0.43988 1.62023 -1.07256
H -3.33929 -0.42658 -0.14542
O 0.20307 0.06718 -4.51693
H 0.81261 1.22672 2.44254
H -0.60655 -1.94385 0.66561
H -0.43961 0.74095 -4.75966
H -0.24543 -0.78142 -4.55167
H -0.81150 3.60960 2.36370
H -1.97390 2.68152 2.32146
H -1.06314 -2.56886 -2.34415
H -2.66427 1.20039 -0.45814
H -0.20961 0.31356 1.59868
H -0.18763 0.55602 -2.31493
H 1.34628 -2.03045 3.58709
H 1.48683 -0.77192 -0.63877
C -1.27403 -0.36655 -0.67772
O 2.07155 -1.49018 3.25432
H 1.24057 2.08371 0.60768
N 0.78636 0.45778 1.78420
```

Lowest unoccupied orbital energy ... -2.82 eV
Charge ... +1
Relative energy (zero: lowest compared OMol25 entry of this formula, charge and spin) ... 22.43 kcal/mol
2S+1 ... 1



# 2
ORCA calculation (ωB97M-V/def2-TZVPD) on the ion C7H20NP with charge +2 in a non-equilibrium geometry.

XYZ file:
```
29
C7H20NP ωB97M-V/def2-TZVPD
C 1.61452 0.58791 1.54288
H 1.60096 -2.15915 1.64276
H -1.12158 1.98288 1.31096
P -1.48589 0.36107 -0.27059
C -0.06404 -0.73004 0.37288
H -2.59092 2.52679 0.06172
H -3.55315 -0.42416 -0.77022
H -0.16921 -1.38345 -0.44996
H -0.31340 0.75970 -2.52866
C 2.18496 -1.61530 0.90082
C -2.94544 -0.69224 -0.03048
H 2.70339 0.74081 1.53661
N 1.35474 -0.42131 0.52247
H 1.39979 1.06668 -1.10715
H 2.92899 0.42307 -0.60731
H -2.13528 0.74020 -2.56487
H 3.15537 -1.23743 0.96717
H 2.01980 -0.62095 -1.63155
C 1.87040 0.15625 -0.73852
H 2.19807 -2.38373 0.10321
H -2.52446 -1.66364 -0.08555
H -0.30816 -1.35224 1.23122
C -1.59803 2.04524 0.40288
H -3.43415 -0.62788 1.00550
C -1.22747 0.32402 -2.02707
H 1.44301 0.19959 2.55304
H -1.16846 -0.68126 -2.45400
H 1.03285 1.42669 1.27496
H -0.86723 2.65186 -0.16312
```

Lowest unoccupied orbital energy ... -6.30 eV
Charge ... +2
Relative energy (zero: lowest compared OMol25 entry of this formula, charge and spin) ... 24.36 kcal/mol
2S+1 ... 1



# 3
ORCA calculation (ωB97M-V/def2-TZVPD) on a cluster of 3 separate species, C7H20O3 in total in a non-equilibrium geometry.

XYZ file:
```
30
C7H20O3 ωB97M-V/def2-TZVPD
H 1.64987 0.42920 -2.45107
C 0.48287 3.05220 -1.22907
H -0.43113 -3.33080 0.33693
H -0.75813 -0.86380 3.23293
C -0.61813 -2.49880 1.00993
C -1.17713 -2.89580 2.37393
H -1.03913 4.11420 0.02693
H -1.22613 -1.86880 0.39393
H 2.13487 -1.10180 -1.37107
H 0.35087 2.97620 -3.24307
H -1.56213 -2.20180 4.30293
C -0.32313 3.23620 0.02193
H -0.31913 -3.96480 4.02393
H 0.29487 -2.03280 1.02993
O -0.10013 -3.64680 3.01093
H -2.02213 -3.56280 2.56693
H 2.18787 2.28820 -0.97107
O 1.41287 -0.16480 -2.99407
O 1.35987 1.98920 -1.21907
H 0.31887 3.52420 0.77993
H 1.00187 -2.06580 -1.84107
C 1.76687 -1.36980 -2.31007
C -1.35013 -1.73380 3.30293
H -0.80613 1.91620 -2.69107
H 0.94187 3.89720 -1.32707
H 2.48787 -1.61980 -2.93307
H -1.17813 3.39820 -2.53407
H -2.15213 -1.13780 2.90193
C -0.32913 2.86720 -2.53907
H -0.99913 2.37220 0.33793
```

Lowest unoccupied orbital energy ... 0.62 eV
SMILES string ... CC(C)O.CC(C)O.CO
Relative energy (zero: lowest compared OMol25 entry of this formula, charge and spin) ... 110.09 kcal/mol
2S+1 ... 1



# 4
ORCA calculation (ωB97M-V/def2-TZVPD) on a cluster of 4 separate species, C7H20O4 in total in a non-equilibrium geometry.

XYZ file:
```
31
C7H20O4 ωB97M-V/def2-TZVPD
H 0.99800 3.14838 1.56717
H 3.02386 -1.79741 -1.57572
H 2.40020 -2.40054 -0.06980
H 1.06324 -1.52657 3.24904
C 1.03942 -1.45608 -1.67216
H -1.48245 -0.87566 -2.94174
O -0.74900 -1.77704 2.38916
O -2.11879 2.63877 1.16250
H -3.03404 1.76870 -0.28822
C -2.07366 1.55456 0.19858
H -2.30079 -0.80171 -1.52203
C 2.29811 -1.57434 -0.77408
H 0.02777 0.95352 -0.12088
H 1.33777 -1.60341 -2.68247
O 1.85107 -2.08370 3.14974
H 2.37984 -1.65342 2.45751
H 0.09474 0.96772 -2.44990
C -0.77388 1.51765 -0.57556
H -0.22479 2.47863 -0.56320
H 1.75230 1.88667 1.80835
C -0.15185 -1.19135 -1.16776
C -0.91328 0.96352 -1.99792
C -1.28994 -0.58745 -1.91185
H -1.54397 1.65296 -2.63201
H -0.65613 -1.21108 1.61564
H -1.08039 -2.61123 2.04498
H -0.28665 -1.35993 -0.11370
H -1.42154 2.61604 1.82432
H -2.05299 0.64774 0.81357
O 1.28393 2.34700 1.09890
H 2.60388 -0.63095 -0.32044
```

Lowest unoccupied orbital energy ... 0.18 eV
SMILES string ... C/C=C/CCCCO.O.O.O
Relative energy (zero: lowest compared OMol25 entry of this formula, charge and spin) ... 51.77 kcal/mol
2S+1 ... 1



# 5
ORCA calculation (ωB97M-V/def2-TZVPD) on a cluster of 2 separate species, C7H21BN4O3 in total in a non-equilibrium geometry.

XYZ file:
```
36
C7H21BN4O3 ωB97M-V/def2-TZVPD
O -4.24761 1.37198 3.35512
H 2.12105 -0.54900 -2.97853
H 4.29930 -3.74953 -2.71096
C 3.36696 -1.87512 -2.33571
C -1.93461 -0.02777 2.66231
N -1.20026 0.56120 -0.88806
C -1.59528 1.13188 1.55458
C 4.58896 -2.70376 -2.57963
H -2.59655 1.37789 0.98337
N 2.61879 -1.33757 -3.40712
H -1.79876 1.42513 -1.04953
O 2.88683 -1.60065 -1.25344
C -4.09352 2.81827 3.13252
H -1.31332 2.11164 2.17443
H 0.87986 -2.49509 -3.16461
H -1.84799 -0.25720 -0.82590
H -3.15401 3.19614 3.74944
H -3.78449 2.94936 1.98694
O -2.48767 0.76560 5.18988
H 3.25373 -1.03962 -4.15066
H 1.14539 -1.81443 -4.80307
H -0.32876 2.75215 0.14972
H -1.47788 0.70878 5.13932
H -2.56181 -0.92442 2.18672
H 2.13444 -3.20358 -4.25251
N 0.40921 1.99289 0.25701
H 0.93955 -0.75655 -0.05578
H 5.26714 -2.61207 -1.72821
H 1.08558 -0.17718 1.51762
B -2.94388 0.74648 3.75608
N 0.37706 -0.49168 0.80829
H 5.10662 -2.35136 -3.47484
C 1.62059 -2.29011 -3.94192
H 0.77760 2.16836 1.24030
H -5.06184 3.45321 3.30603
C -0.45040 0.72570 0.45081
```

Lowest unoccupied orbital energy ... -1.82 eV
2S+1 ... 1



# 6
ORCA calculation (ωB97M-V/def2-TZVPD) on a cluster of 2 separate species, C7H21BrNO2PSi in total in a non-equilibrium geometry.

XYZ file:
```
34
C7H21BrNO2PSi ωB97M-V/def2-TZVPD
H -2.13396 -3.83546 0.94420
H -3.89125 -1.35126 1.03997
C 0.60767 -2.12543 -0.21328
H -1.85683 -2.24707 -1.40266
Si -1.27413 -1.79472 -0.11437
O 1.40765 1.83443 -1.17823
H 1.10590 1.53886 -2.04342
H -1.67760 -2.60054 2.20624
C -2.17629 -2.77113 1.23996
H 3.40399 -1.87055 1.06373
C 1.54468 -0.94864 0.23464
H 3.08804 2.61433 -2.10476
H 2.18302 -0.63783 -0.60270
H 2.22520 4.98512 -2.03069
P -1.81303 0.35377 0.07716
H 1.06202 3.90915 -2.84456
H 0.90147 -3.06577 0.28046
H -0.74430 1.20310 -0.36396
H 2.78291 3.13361 -0.43054
Br 1.00981 -2.45086 -2.15719
O 0.55349 4.50619 -0.95548
H -2.96536 0.60833 -0.72566
H 1.96135 -1.88663 2.20295
H 2.81052 -0.38752 1.87105
H 0.20060 3.68282 -0.60305
H 1.02220 -0.04359 0.57219
H -4.07464 -2.58545 2.33299
C 2.31692 2.92079 -1.39213
H -4.29079 -3.01775 0.61343
N -2.13409 0.61977 1.63154
C 2.50582 -1.34629 1.41166
C 1.55636 4.13547 -1.89157
C -3.70500 -2.40036 1.31504
H -1.51239 1.32109 2.01705
```

Lowest unoccupied orbital energy ... 0.42 eV
SMILES string ... CC[C@H](Br)[Si@@H](CC)[PH2]=N.OCCO
2S+1 ... 1



For the records above, the corresponding E values read -558.905784, -674.130706, -504.230376, -579.571675, -748.651370, -3689.322659 Eh.